Formula: C42H56AsGeIrN2O3P2S4Sb
Source: the OMol25 dataset
Level of theory: wB97M-V/def2-TZVPD

The geometry in XYZ format:
```
113
Properties=species:S:1:pos:R:3:forces:R:3:lowdin_charge:R:1
Ir -1.827583 0.520031 0.298806 0.1 0.3 0.8 0.70
S -5.117284 3.085399 2.419723 0.1 0.0 -0.1 -0.28
Sb -3.206491 3.448001 1.236449 -0.8 0.2 0.3 -0.09
S -1.836576 1.748481 2.279281 0.4 -0.1 -0.2 0.13
S -3.233679 1.931751 -0.682913 -0.1 0.0 -0.3 0.07
S -2.587770 5.564048 0.860577 0.2 0.1 -0.1 -0.16
C 0.544555 -2.639119 -1.317307 0.0 0.0 0.2 -0.32
P 0.428615 -1.313612 -2.574754 0.0 0.1 0.1 1.07
C -1.385556 -0.913145 -2.682989 0.0 -0.1 0.0 -0.41
N -1.519850 -0.113589 -3.708570 0.0 0.0 0.0 0.10
C -2.749008 0.366580 -4.042838 0.0 0.0 0.1 -0.23
C -2.884886 1.275026 -5.110704 0.0 0.0 0.0 -0.02
C -4.126155 1.740209 -5.449430 0.0 0.0 0.0 -0.08
C -5.271751 1.306164 -4.744903 0.0 0.0 0.0 -0.08
C -5.157606 0.422428 -3.708947 0.0 0.0 0.0 -0.02
C -3.881951 -0.052343 -3.332404 0.0 0.0 0.0 -0.27
N -3.757968 -0.902096 -2.286232 0.1 0.1 0.1 0.07
C -2.559268 -1.272400 -1.877712 -0.2 -0.3 -0.5 -0.45
P -2.659465 -2.529152 -0.500332 0.0 0.1 0.2 1.01
C -4.055421 -1.813341 0.466481 0.0 0.0 0.0 -0.30
C -3.554112 -3.979959 -1.312650 -0.1 0.0 0.0 -0.73
C -4.971144 -3.719842 -1.821997 0.0 0.0 0.0 -0.10
C -3.606623 -5.078800 -0.243333 0.0 0.0 0.0 -0.12
C -2.689395 -4.470313 -2.469663 0.0 0.0 0.0 -0.12
C 0.742182 -2.263923 -4.176009 0.0 0.0 -0.1 -0.73
C 1.037410 -1.249815 -5.288135 0.0 0.0 0.0 -0.12
C -0.369346 -3.202222 -4.629485 0.0 0.0 0.0 -0.10
C 2.020881 -3.075980 -3.934724 0.0 0.0 0.0 -0.13
H 1.596030 -2.913767 -1.226004 0.0 0.0 0.0 0.03
H -0.047988 -3.538607 -1.501835 0.1 0.1 0.0 0.01
H 0.223221 -2.190524 -0.374070 0.0 0.0 0.0 -0.02
H -1.987745 1.594436 -5.626247 0.0 0.0 0.0 0.11
H -4.236059 2.451134 -6.258293 0.0 0.0 0.0 0.10
H -6.244602 1.692050 -5.021116 0.0 0.0 0.0 0.10
H -6.013098 0.093246 -3.132955 0.0 0.0 0.0 0.11
H -4.736350 -1.263781 -0.180540 0.0 0.0 0.0 0.04
H -3.703468 -1.136071 1.247823 0.0 0.0 0.0 -0.01
H -4.598400 -2.628642 0.950898 0.0 0.0 0.0 0.03
H -5.634045 -3.370557 -1.028970 0.0 0.0 0.0 0.07
H -5.386621 -4.655729 -2.213666 0.0 0.0 0.0 0.08
H -4.981971 -2.975555 -2.615272 0.0 0.0 0.0 0.06
H -4.288788 -4.823115 0.571453 0.0 0.0 0.0 0.07
H -2.619126 -5.273619 0.185047 0.0 0.0 0.0 0.06
H -3.968176 -6.009382 -0.691948 0.0 0.0 0.0 0.08
H -2.674653 -3.747584 -3.286354 0.0 0.0 0.1 0.06
H -3.081531 -5.415192 -2.859121 0.0 0.0 0.0 0.09
H -1.657628 -4.642545 -2.149677 -0.1 -0.1 0.0 0.05
H 0.185877 -0.597963 -5.468328 0.0 0.0 0.0 0.05
H 1.276999 -1.786880 -6.212839 0.0 0.0 0.0 0.08
H 1.890706 -0.621031 -5.023102 0.0 0.0 0.0 0.07
H -1.287041 -2.651933 -4.849237 0.0 0.0 0.0 0.07
H -0.590774 -3.957557 -3.874565 0.1 0.1 -0.1 0.05
H -0.065395 -3.727038 -5.542501 0.0 0.0 0.0 0.08
H 2.815228 -2.458130 -3.504619 0.0 0.0 0.0 0.08
H 2.384454 -3.465863 -4.890506 0.0 0.0 0.0 0.08
H 1.849588 -3.925059 -3.270728 0.0 0.0 0.0 0.07
C 0.664075 -1.673061 3.966583 -0.1 -0.1 0.1 -0.18
As -0.615139 -2.140503 2.618166 0.0 0.4 0.3 0.99
C -2.279864 -2.458498 3.519284 0.0 0.0 0.0 -0.19
C -0.045792 -3.832147 1.902370 0.0 0.0 0.0 -0.21
O -0.670076 -0.835222 1.600497 0.2 -0.5 -0.4 -0.71
H 0.743197 -2.457350 4.719643 0.0 0.0 0.0 0.04
H 0.339491 -0.736681 4.419043 0.0 0.0 0.0 0.05
H 1.626490 -1.514944 3.480083 -0.3 0.0 0.3 0.00
H -2.095716 -3.046986 4.417997 0.0 0.0 0.0 0.04
H -2.957481 -2.988009 2.855237 -0.1 0.0 0.0 0.02
H -2.707085 -1.492595 3.784420 0.0 0.0 0.0 0.05
H -0.119050 -4.563598 2.708341 0.0 0.0 0.0 0.04
H 0.985408 -3.758561 1.565769 0.0 0.0 0.0 0.03
H -0.694360 -4.103800 1.073304 0.0 0.0 0.0 -0.01
O 0.016673 3.178277 0.117092 -0.1 0.2 -0.1 -0.03
C 0.570681 2.214404 -0.378978 0.1 -0.1 0.1 -0.68
O 0.079665 1.015874 -0.456765 0.1 -0.1 -0.1 -0.28
C 1.978602 2.334211 -0.939371 0.1 -0.1 0.0 -0.17
C 2.786448 3.412035 -0.225781 0.1 0.0 0.0 -0.24
Ge 3.064331 3.138139 1.704792 -0.1 0.0 -0.1 1.04
C 1.581812 3.543247 2.895004 -0.1 0.0 0.0 -0.29
C 0.750523 4.638466 2.661507 0.0 0.0 -0.1 -0.12
C -0.284256 4.944322 3.533397 0.0 0.0 0.1 -0.12
C -0.494550 4.161525 4.662183 0.0 0.0 0.0 -0.11
C 0.320176 3.065524 4.903506 0.0 0.0 0.0 -0.12
C 1.344577 2.752929 4.017960 0.1 0.0 0.1 -0.13
C 3.616772 1.282432 2.058511 -0.1 -0.1 0.0 -0.24
C 2.745413 0.223270 1.779986 0.1 0.0 -0.1 -0.09
C 3.133473 -1.090667 2.007035 0.3 0.1 -0.3 -0.13
C 4.386856 -1.376792 2.535407 0.0 0.0 0.0 -0.09
C 5.252655 -0.335732 2.834955 0.0 0.0 0.0 -0.09
C 4.867880 0.978904 2.593873 0.1 0.0 0.0 -0.10
C 4.566100 4.297462 2.206385 0.1 0.0 0.0 -0.27
C 4.486317 5.142945 3.311489 0.0 0.0 0.0 -0.10
C 5.552325 5.961223 3.666493 0.0 0.0 0.0 -0.09
C 6.722230 5.942303 2.920983 0.0 0.0 0.0 -0.11
C 6.821431 5.103242 1.818449 0.0 0.0 0.0 -0.10
C 5.750748 4.292279 1.467278 0.0 0.0 0.0 -0.12
H 1.875461 2.553454 -2.007168 0.0 0.1 0.0 0.12
H 2.466399 1.359833 -0.883785 0.0 0.0 0.0 0.10
H 2.320813 4.388626 -0.361008 0.0 0.0 0.0 0.08
H 3.793235 3.467635 -0.651887 0.0 0.0 0.0 0.06
H 0.866517 5.232971 1.762138 0.0 0.0 0.0 0.10
H -0.950154 5.766551 3.305607 0.0 0.0 0.0 0.07
H -1.315516 4.388138 5.331237 0.0 0.0 0.0 0.10
H 0.143419 2.438563 5.770579 0.0 0.0 0.0 0.09
H 1.968582 1.885156 4.211390 0.0 0.0 0.0 0.09
H 1.752179 0.401684 1.381092 -0.1 0.1 0.0 0.09
H 2.451408 -1.893007 1.751776 0.1 0.0 -0.1 0.08
H 4.687655 -2.403876 2.708034 0.0 0.0 0.0 0.10
H 6.230730 -0.544557 3.252172 0.0 0.0 0.0 0.10
H 5.560684 1.780239 2.830293 0.0 0.0 0.0 0.09
H 3.575220 5.166761 3.900331 0.0 0.0 0.0 0.10
H 5.466322 6.615332 4.525780 0.0 0.0 0.0 0.10
H 7.553466 6.580495 3.195474 0.0 0.0 0.0 0.09
H 7.731538 5.082536 1.230924 0.0 0.0 0.0 0.10
H 5.847663 3.642389 0.602873 0.0 0.0 0.0 0.10
```
Forces are in eV/Å.

* total charge: -1
* frontier orbital gap (alpha / beta): 0.1996 / 0.2066 Eh
* 2S+1: 5

=====

Formula: C45H34GeI2N3O5SV
Source: the OMol25 dataset
Level of theory: wB97M-V/def2-TZVPD

The geometry in XYZ format:
```
92
Properties=species:S:1:pos:R:3:forces:R:3:lowdin_charge:R:1
V 0.811807 1.168984 -0.109530 -1.3 1.0 1.0 1.12
O 3.342053 2.403470 -1.677285 -0.2 -0.1 -0.1 -0.25
S 3.741585 2.178395 -0.321016 0.0 0.1 0.1 0.66
O 4.560782 1.044645 -0.016129 0.1 0.1 0.1 -0.25
N 2.333444 2.070280 0.614448 0.9 0.4 0.4 -0.19
C 2.523066 1.991473 2.029448 0.0 0.0 -0.3 -0.22
C 3.663155 2.212486 2.757320 0.1 0.0 0.0 0.02
C 3.649431 2.118670 4.168580 0.0 0.0 0.0 -0.03
C 2.517764 1.808864 4.859378 0.0 0.0 0.0 -0.01
C 1.331027 1.538175 4.140342 -0.1 0.0 0.1 -0.13
C 0.110604 1.165513 4.738553 0.1 0.0 0.0 0.04
C -0.976196 0.876892 3.957362 -0.1 0.0 0.0 0.00
C -0.844910 0.938186 2.569031 0.0 0.0 -0.1 -0.07
N 0.279499 1.288187 1.976362 0.3 -0.3 -0.1 0.04
C 1.361770 1.612986 2.738871 -0.2 -0.1 -0.1 -0.14
C 4.538890 3.659438 0.200487 -0.1 0.0 0.1 -0.32
C 5.914009 3.638831 0.379382 -0.1 0.0 0.0 -0.06
C 6.553898 4.819512 0.727701 0.0 0.0 0.0 -0.05
C 5.820063 5.985263 0.896039 0.0 0.0 0.0 -0.06
C 4.441366 5.986306 0.718324 0.0 0.0 0.0 -0.06
C 3.789466 4.816854 0.363684 0.1 0.0 0.0 -0.05
H 4.597641 2.455810 2.278771 0.0 0.0 0.0 0.10
H 4.572481 2.299790 4.703032 0.0 0.0 0.0 0.12
H 2.516638 1.745857 5.939852 0.0 0.0 0.0 0.12
H 0.049471 1.102270 5.818389 0.0 0.0 0.0 0.13
H -1.923579 0.586433 4.388563 0.0 0.0 0.0 0.12
H -1.676946 0.675344 1.929333 0.0 0.0 0.0 0.11
H 6.458286 2.712166 0.252588 0.0 0.0 0.0 0.12
H 7.625706 4.825774 0.874105 0.0 0.0 0.0 0.11
H 6.326306 6.902064 1.168362 0.0 0.0 0.0 0.11
H 3.876349 6.898415 0.858032 0.0 0.0 0.0 0.11
H 2.715805 4.794494 0.225433 0.0 0.0 0.0 0.12
I 2.659102 -3.043205 -1.943549 0.0 0.0 -0.1 1.03
C 2.099517 -1.307196 -2.926371 0.1 -0.4 0.2 -0.62
C 2.082723 -1.228077 -4.342877 0.0 0.0 0.0 -0.19
C 1.694400 -0.091536 -4.991555 0.0 0.0 -0.1 -0.64
I 1.747514 -0.049662 -7.072952 0.0 0.0 0.0 0.98
C 1.251992 1.047124 -4.255610 0.0 0.0 0.0 -0.18
C 0.822499 2.288749 -4.766749 0.0 0.0 -0.1 0.01
C 0.418278 3.277217 -3.908080 0.0 0.0 0.0 0.00
C 0.414098 3.047768 -2.526820 0.1 -0.1 0.1 -0.05
N 0.813705 1.901480 -2.018282 0.1 0.0 -0.9 0.02
C 1.246941 0.922012 -2.867715 0.0 0.2 0.3 -0.15
C 1.716567 -0.225614 -2.205793 -0.3 0.2 0.0 -0.34
O 1.720922 -0.077687 -0.852038 0.7 -1.3 -0.8 -0.18
H 2.397606 -2.091674 -4.912061 0.0 0.0 0.0 0.09
H 0.818434 2.455358 -5.836135 0.0 0.0 0.0 0.08
H 0.086775 4.235790 -4.280178 0.0 0.0 0.0 0.12
H 0.077209 3.802567 -1.830311 0.0 0.0 0.0 0.14
O -0.889433 2.183790 -0.139610 -0.5 0.0 -0.3 -0.08
C -1.563999 1.185127 -0.594102 -0.1 -0.1 0.2 -0.59
O -0.918664 0.133281 -0.837853 0.5 0.3 0.3 -0.04
C -3.041296 1.169073 -0.733346 -0.1 -0.1 0.2 -0.12
C -3.632860 0.016578 0.113696 0.4 0.2 0.0 -0.23
Ge -2.793858 -1.796111 0.056925 -0.3 -0.4 0.2 1.02
C -1.136886 -2.512841 0.895220 0.1 0.2 0.0 -0.23
C 0.072714 -1.907216 1.243632 -0.1 -0.2 -0.1 -0.13
C 1.133809 -2.628673 1.777170 -0.1 0.0 0.0 -0.09
C 1.013264 -3.995449 1.964664 0.0 0.0 0.0 -0.09
C -0.170876 -4.627018 1.612409 0.0 0.0 0.0 -0.07
C -1.230263 -3.895043 1.093469 0.1 0.0 0.0 -0.10
C -2.784775 -2.419803 -1.782019 0.0 0.0 -0.1 -0.28
C -1.613032 -2.905408 -2.359859 0.0 0.0 -0.1 -0.10
C -1.620568 -3.417902 -3.650874 0.0 0.0 0.0 -0.08
C -2.803159 -3.451606 -4.377364 0.0 0.0 0.0 -0.08
C -3.975598 -2.962696 -3.816958 0.0 0.0 0.0 -0.08
C -3.965051 -2.448402 -2.526248 0.1 0.0 0.0 -0.11
C -4.200622 -2.771044 1.037983 -0.1 0.0 -0.1 -0.29
C -4.821302 -3.907162 0.514044 0.0 0.1 0.0 -0.11
C -5.839196 -4.552598 1.207528 0.0 0.0 0.0 -0.08
C -6.256287 -4.069877 2.439560 0.0 0.0 0.0 -0.08
C -5.644422 -2.947553 2.981750 0.0 0.0 0.0 -0.08
C -4.626229 -2.309880 2.285273 0.0 0.0 0.0 -0.11
H -3.252040 0.978886 -1.788309 0.0 0.0 0.0 0.14
H -3.449069 2.141063 -0.459302 -0.1 0.0 0.0 0.13
H -4.636521 -0.205785 -0.249325 0.0 0.0 0.0 0.08
H -3.755383 0.322880 1.154989 0.0 0.1 0.0 0.06
H 0.239568 -0.855985 1.078200 -0.2 -0.1 0.1 0.03
H 2.055943 -2.118184 2.030177 0.0 0.0 0.0 0.11
H 1.837893 -4.566797 2.371979 0.0 0.0 0.0 0.11
H -0.274644 -5.696787 1.745101 0.0 0.0 0.0 0.11
H -2.147085 -4.414851 0.841291 0.0 0.0 0.0 0.10
H -0.686501 -2.889475 -1.795010 0.0 0.0 0.0 0.07
H -0.705007 -3.799982 -4.085916 0.0 0.0 0.0 0.10
H -2.812679 -3.863505 -5.378485 0.0 0.0 0.0 0.10
H -4.899459 -2.989468 -4.381470 0.0 0.0 0.0 0.11
H -4.890308 -2.080714 -2.093477 0.0 0.0 0.0 0.10
H -4.511335 -4.295654 -0.450504 0.0 0.0 0.0 0.10
H -6.306205 -5.432606 0.783266 0.0 0.0 0.0 0.11
H -7.053478 -4.567003 2.977086 0.0 0.0 0.0 0.10
H -5.961333 -2.570895 3.946293 0.0 0.0 0.0 0.10
H -4.152780 -1.441946 2.737595 0.0 0.0 0.0 0.09
```
Forces are in eV/Å.

* total charge: +1
* frontier orbital gap (alpha / beta): 0.2383 / 0.2601 Eh
* 2S+1: 2

=====

For each record above, in turn, the calculated strongest force on any atom values are 0.921; 1.895 eV Å⁻¹.